This record from the Open Molecules 2025 dataset describes the molecule C5H9F. The level of theory is ωB97M-V with the def2-TZVPD basis set.

Each line ends with the Mulliken charge.
Atoms and positions in Å:
C (2.27, -0.80, -0.08)  -1.0133
C (1.31, 0.28, -0.09)  -0.2443
C (0.05, 0.52, 0.25)  0.5186
F (-0.53, 1.69, -0.23)  -0.2947
C (-1.06, -0.34, 0.67)  -0.5859
C (-1.91, -1.06, -0.42)  -1.0813
H (2.53, -1.13, -1.17)  0.2488
H (3.23, -0.51, 0.47)  0.2902
H (1.98, -1.72, 0.40)  0.3199
H (1.90, 1.19, -0.10)  0.2740
H (-1.77, 0.15, 1.25)  0.3505
H (-0.68, -1.06, 1.47)  0.2791
H (-2.83, -1.47, 0.01)  0.3110
H (-2.13, -0.37, -1.26)  0.3091
H (-1.42, -1.84, -0.97)  0.3183

ΔE to the lowest compared entry with this formula, charge and spin in kcal per mole: 27.96
E_LUMO in eV: 1.037
Gap between HOMO and LUMO in eV: 10.124
Total charge: 0
HOMO energy in eV: -9.1

=====

This record from the Open Molecules 2025 dataset describes the molecule C5H9FN2. The level of theory is ωB97M-V with the def2-TZVPD basis set.

Each line ends with the Mulliken charge.
Atoms and positions in Å:
C (2.01, 0.54, 2.02)  -0.3389
N (2.31, 0.81, 0.82)  -0.7446
N (1.34, 0.72, -0.05)  0.2916
C (-0.13, 0.98, 0.01)  -0.8244
C (-0.81, -0.40, -0.03)  0.9324
F (-0.82, -1.05, 1.08)  -0.3314
C (-0.64, -1.17, -1.26)  -0.6614
C (-2.03, -0.72, -0.86)  -0.7761
H (2.82, 0.50, 2.61)  0.3259
H (1.02, 0.04, 2.13)  0.1652
H (1.96, 0.93, -0.92)  0.3028
H (-0.72, 1.63, 0.73)  0.2966
H (-0.24, 1.52, -1.03)  0.3157
H (-0.48, -2.26, -1.38)  0.3000
H (-0.40, -0.48, -2.11)  0.2104
H (-2.62, -1.53, -0.31)  0.2388
H (-2.56, -0.06, -1.46)  0.2973

ΔE to the lowest compared entry with this formula, charge and spin in kcal per mole: 100.89
E_LUMO in eV: 0.913
Gap between HOMO and LUMO in eV: 9.182
Total charge: 0
HOMO energy in eV: -8.3

=====

This record from the Open Molecules 2025 dataset describes a structure of composition C5H9FNO3PPdS. The level of theory is ωB97M-V with the def2-TZVPD basis set.

Each line ends with the Mulliken charge.
Atoms and positions in Å:
C (3.06, 0.08, 0.24)  -0.9661
C (2.05, -0.58, -0.72)  -0.2759
C (0.67, -0.01, -0.53)  -0.2589
F (0.65, 1.25, -1.09)  -0.2359
P (-0.75, -0.90, -1.27)  0.3593
N (-0.92, -2.37, -0.60)  -0.3072
C (-1.12, -2.54, 0.62)  0.6762
O (-1.32, -2.70, 1.72)  -0.1806
S (-2.58, 0.43, -0.83)  1.0369
C (-2.15, 1.28, 0.75)  -0.7760
O (-3.71, -0.37, -0.57)  -0.4333
O (-2.53, 1.41, -1.85)  -0.4622
H (2.58, 0.84, 0.87)  0.1600
H (3.50, -0.65, 0.92)  0.3386
H (3.84, 0.59, -0.32)  0.3438
H (2.05, -1.67, -0.63)  0.4923
H (2.31, -0.32, -1.75)  0.4084
H (0.41, 0.07, 0.65)  0.5717
H (-3.04, 1.80, 1.11)  0.5164
H (-1.39, 2.08, 0.49)  0.3187
H (-1.82, 0.54, 1.49)  0.3959
Pd (0.19, 1.87, 1.24)  0.2778

ΔE to the lowest compared entry with this formula, charge and spin in kcal per mole: 0.00
E_LUMO in eV: -13.245
Gap between HOMO and LUMO in eV: 5.005
Total charge: +2
HOMO energy in eV: -18.3

=====

This record from the Open Molecules 2025 dataset describes the molecule C5H9FO2S. The level of theory is ωB97M-V with the def2-TZVPD basis set.

Each line ends with the Mulliken charge.
Atoms and positions in Å:
C (1.87, 3.21, 0.97)  -0.6427
C (1.41, 2.45, 0.06)  0.3153
F (1.47, 2.43, -1.25)  -0.2089
S (0.50, 0.68, 0.65)  0.8389
O (-0.38, 1.09, 1.74)  -0.6529
O (1.88, 0.05, 1.33)  -0.5273
C (-0.14, -0.85, 0.09)  0.2060
C (-1.74, -0.84, -0.02)  -1.2307
C (0.50, -1.48, -1.12)  -1.2081
H (1.65, 2.92, 1.92)  0.3133
H (2.47, 4.10, 0.70)  0.2929
H (1.77, -0.83, 1.57)  0.4029
H (-2.00, -1.77, 0.36)  0.3505
H (-1.92, -0.87, -1.16)  0.2520
H (-1.93, -0.02, 0.58)  0.5021
H (0.13, -1.03, -1.97)  0.3563
H (1.61, -1.41, -0.96)  0.3272
H (0.08, -2.54, -0.99)  0.3131

ΔE to the lowest compared entry with this formula, charge and spin in kcal per mole: 51.84
E_LUMO (spin up / spin down) in eV: 0.118 / 0.117
Gap between HOMO and LUMO (spin up / spin down) in eV: 8.170 / 8.170
Total charge: 0
HOMO energy (spin up / spin down) in eV: -8.1 / -8.1

=====

This record from the Open Molecules 2025 dataset describes the molecule C5H9FOS. The level of theory is ωB97M-V with the def2-TZVPD basis set.

Each line ends with the Mulliken charge.
Atoms and positions in Å:
C (2.68, 0.89, 0.36)  -0.7708
S (1.85, -0.45, -0.65)  -0.0905
C (0.55, -1.10, 0.39)  -0.6451
C (-0.72, -0.23, 0.36)  0.5108
O (-0.32, 1.10, 0.71)  -0.5907
C (-2.11, -0.62, 0.89)  -0.7758
C (-1.83, -0.40, -0.61)  -0.0037
F (-2.25, 0.92, -0.92)  -0.3411
H (3.32, 0.41, 1.19)  0.2587
H (3.47, 1.11, -0.31)  0.3228
H (2.06, 1.78, 0.65)  0.2591
H (0.17, -2.12, 0.10)  0.3429
H (0.83, -1.19, 1.51)  0.2563
H (-1.25, 1.61, 0.34)  0.4088
H (-2.25, -1.71, 1.14)  0.2483
H (-2.77, 0.13, 1.37)  0.2344
H (-1.82, -1.05, -1.45)  0.3755

ΔE to the lowest compared entry with this formula, charge and spin in kcal per mole: 43.05
E_LUMO in eV: 0.877
Gap between HOMO and LUMO in eV: 9.503
Total charge: 0
HOMO energy in eV: -8.6

=====

This record from the Open Molecules 2025 dataset describes a cluster of 2 separate species, C5H9I2N2 in total. The level of theory is ωB97M-V with the def2-TZVPD basis set.

Each line ends with the Mulliken charge.
Atoms and positions in Å:
I (-1.41, 2.14, 2.77)  0.0499
I (-2.99, 2.36, -0.76)  0.0535
C (-2.64, 3.69, 1.97)  -0.8256
C (-3.73, 3.18, 1.06)  -0.8257
H (-3.08, 4.21, 2.85)  0.3825
H (-1.96, 4.40, 1.46)  0.3911
H (-4.34, 2.39, 1.54)  0.3927
H (-4.41, 4.00, 0.77)  0.3829
C (1.50, -2.80, -1.84)  -0.2320
C (2.66, -3.52, -1.92)  -0.2269
C (2.91, -2.01, -0.31)  -0.1293
N (1.69, -1.88, -0.84)  -0.0238
N (3.50, -3.01, -0.97)  -0.0297
H (0.57, -2.87, -2.40)  0.3855
H (2.94, -4.35, -2.58)  0.3839
H (3.34, -1.42, 0.49)  0.3656
H (0.99, -1.18, -0.52)  0.2451
H (4.47, -3.34, -0.78)  0.2603

ΔE to the lowest compared entry with this formula, charge and spin in kcal per mole: 7.02
E_LUMO in eV: -3.369
Gap between HOMO and LUMO in eV: 7.899
Total charge: +1
HOMO energy in eV: -11.3

=====

This record from the Open Molecules 2025 dataset describes the ion C5H9I3N3 with charge +1. The level of theory is ωB97M-V with the def2-TZVPD basis set.

Each line ends with the Mulliken charge.
Atoms and positions in Å:
I (-2.14, -3.65, 0.04)  0.2486
C (-1.96, -1.64, 0.68)  -0.1132
N (-3.11, -0.99, 0.87)  -0.3268
C (-3.46, -0.07, 0.07)  0.0541
I (-5.38, 0.83, 0.41)  0.2524
N (-2.50, 0.37, -0.80)  -0.3536
N (-1.43, -0.47, -0.89)  -0.0527
C (-0.20, 0.27, -0.45)  -1.0776
C (1.14, -0.63, -0.51)  0.0622
C (2.17, 0.15, 0.19)  -1.3788
I (4.05, -0.81, 0.64)  0.0826
H (-1.18, -1.38, 1.50)  0.4389
H (-2.79, 0.84, -1.68)  0.2806
H (-1.34, -0.96, -1.86)  0.3790
H (-0.47, 0.57, 0.56)  0.4312
H (-0.01, 1.28, -0.96)  0.4614
H (0.80, -1.49, 0.16)  0.2809
H (1.45, -0.77, -1.49)  0.3841
H (1.83, 0.47, 1.21)  0.4481
H (2.30, 1.12, -0.26)  0.4986

ΔE to the lowest compared entry with this formula, charge and spin in kcal per mole: 39.39
E_LUMO in eV: -4.252
Gap between HOMO and LUMO in eV: 7.847
Total charge: +1
HOMO energy in eV: -12.1

=====

This record from the Open Molecules 2025 dataset describes a structure of composition C5H9IN2O4STl. The level of theory is ωB97M-V with the def2-TZVPD basis set.

Each line ends with the Mulliken charge.
Atoms and positions in Å:
N (-2.15, -1.43, -1.44)  -0.5222
C (-1.09, -1.78, -0.57)  0.3216
O (-1.50, -2.23, 0.72)  -0.4008
I (-0.15, -3.48, -1.49)  0.6076
O (-0.22, -0.71, -0.57)  -0.3462
C (0.72, -0.75, 0.49)  0.4975
O (1.42, -1.95, 0.45)  -0.4701
C (1.68, 0.47, 0.35)  -0.6432
O (1.30, 1.51, 1.23)  -0.3148
C (0.43, 2.45, 0.73)  -0.2272
N (1.27, 3.47, -0.01)  -0.1229
C (1.23, 3.55, -1.21)  0.6339
S (1.42, 3.36, -2.74)  0.0773
H (-2.88, -2.13, -1.46)  0.3136
H (-2.54, -0.54, -1.15)  0.2520
H (-1.86, -1.46, 1.20)  0.2913
H (0.26, -0.68, 1.48)  0.2856
H (2.35, -1.86, 0.18)  0.3518
H (2.69, 0.18, 0.64)  0.4871
H (1.70, 0.81, -0.68)  0.2830
H (-0.36, 2.06, 0.08)  0.3310
H (-0.04, 2.97, 1.56)  0.3456
Tl (-3.70, -1.83, 2.21)  0.9684

E_LUMO in eV: -16.446
Gap between HOMO and LUMO in eV: 2.322
Total charge: +3
HOMO energy in eV: -18.8